# C16H15BiBrF4IN2

A structure of composition C16H15BiBrF4IN2 (ωB97M-V/def2-TZVPD, the Open Molecules 2025 dataset).

Properties
HOMO energy: -14.6 eV
E_tot: -114650.376 eV
relative energy (zero: lowest compared OMol25 entry of this formula, charge and spin): 9.60 kcal per mole
lowest unoccupied orbital energy: -9.09 eV
orbital gap: 5.47 eV

Geometry as ORCA input:
```
! RIJCOSX wB97M-V def2-TZVPD def2/J DEFGRID3
* xyz 2 1
Bi -0.484 0.427 -1.823
C -2.816 0.163 0.375
N -2.625 0.728 -0.985
C -3.666 0.187 -1.895
C -2.679 2.217 -0.942
C -1.484 2.781 -0.200
N -0.256 2.205 -0.766
C 1.008 2.759 -0.526
C 2.113 1.915 -0.623
F 1.871 0.618 -0.999
C 3.409 2.331 -0.412
F 4.391 1.451 -0.525
C 3.667 3.653 -0.100
C 2.595 4.521 -0.027
F 2.795 5.799 0.237
C 1.289 4.097 -0.241
F 0.312 5.004 -0.194
H -3.722 0.586 0.815
H -1.970 0.391 1.021
H -2.934 -0.915 0.319
H -4.658 0.390 -1.489
H -3.550 -0.892 -1.995
H -3.599 0.646 -2.882
H -3.609 2.540 -0.470
H -2.673 2.582 -1.972
H -1.539 2.574 0.873
H -1.503 3.860 -0.319
H 4.680 3.997 0.055
Br -0.395 -5.729 -1.179
C 0.631 -5.160 0.294
C 1.301 -6.098 1.071
C 2.049 -5.695 2.165
C 2.138 -4.356 2.511
C 1.479 -3.397 1.752
C 0.751 -3.832 0.670
I -0.360 -2.371 -0.532
H 1.220 -7.142 0.801
H 2.567 -6.441 2.753
H 2.716 -4.042 3.368
H 1.543 -2.351 2.015
*
```